DFT (ωB97M-V with the def2-TZVPD basis set) results for a molecular structure, C33H30I2N5OOsSSe.

The geometry in ORCA input format:
```
! wB97M-V def2-TZVPD RIJCOSX def2/J DEFGRID3
* xyz 3 5
Os 0.0691 -0.4725 0.0594
I 5.3649 4.9693 -0.9944
C 4.2602 3.3080 -0.6068
C 4.8325 2.2289 0.0899
C 4.0758 1.1215 0.3424
I 4.8590 -0.4720 1.4024
C 2.7067 1.0370 -0.1200
O 2.0453 -0.0215 0.1525
C 2.1455 2.1441 -0.8522
C 0.7744 2.0772 -1.4794
N -0.2847 1.5644 -0.5636
C -1.6401 1.6450 -1.1825
C -2.5507 0.5363 -0.7155
C -3.9229 0.6454 -0.8287
C -4.7274 -0.4090 -0.4288
C -4.1317 -1.5501 0.0983
C -2.7618 -1.6032 0.1761
N -1.9728 -0.5858 -0.2302
C 2.9136 3.2502 -1.0601
H 5.8605 2.2766 0.4228
H 0.7981 1.4169 -2.3488
H 0.5014 3.0734 -1.8298
H -0.2738 2.1066 0.2999
H -1.5203 1.5562 -2.2641
H -2.1023 2.6120 -0.9875
H -4.3542 1.5548 -1.2276
H -5.8039 -0.3426 -0.5199
H -4.7236 -2.3844 0.4483
H -2.2516 -2.4614 0.5907
H 2.5050 4.0958 -1.6004
N -0.2965 0.1834 2.1132
S 0.8419 0.1897 3.2860
C 0.5995 -1.2859 4.2719
C 1.0756 -1.3013 5.5772
C 0.9215 -2.4556 6.3286
C 0.3056 -3.5726 5.7775
C -0.1488 -3.5457 4.4661
C 0.0034 -2.3988 3.6980
C 0.3576 1.4372 4.4457
C -0.8956 1.3860 5.0479
C -1.2597 2.4109 5.9027
C -0.3737 3.4573 6.1553
C 0.8789 3.4822 5.5602
C 1.2529 2.4681 4.6870
H -1.2338 0.0570 2.4962
H 1.5456 -0.4267 6.0107
H 1.2828 -2.4791 7.3482
H 0.1787 -4.4662 6.3741
H -0.6219 -4.4206 4.0391
H -0.3386 -2.3689 2.6717
H -1.5676 0.5514 4.8801
H -2.2289 2.3901 6.3832
H -0.6656 4.2558 6.8243
H 1.5692 4.2864 5.7770
H 2.2287 2.4784 4.2155
C 2.3124 -5.6342 0.6717
N 0.9304 -5.4512 0.2279
C 0.3231 -4.3094 -0.0907
Se 1.2143 -2.6441 -0.0547
N -0.9330 -4.5897 -0.4608
C -1.1563 -5.9691 -0.3961
C -2.2593 -6.7546 -0.7041
C -2.1072 -8.1149 -0.5280
C -0.9045 -8.6686 -0.0605
C 0.1905 -7.8826 0.2356
C 0.0343 -6.5147 0.0506
H 2.7775 -4.6698 0.8413
H 2.8697 -6.1772 -0.0888
H 2.3166 -6.2044 1.5980
H -1.5797 -3.9142 -0.8303
H -3.1850 -6.3295 -1.0692
H -2.9331 -8.7740 -0.7582
H -0.8343 -9.7403 0.0645
H 1.1167 -8.3165 0.5880
*
```

Values from the calculation:
<S²> = 6.034
calculated total energy = -5109.2884 hartree
Kohn-Sham gap (alpha / beta) = 7.5 / 5.0 eV
maximum force = 0.56 eV Å⁻¹

DFT (ωB97M-V with the def2-TZVPD basis set) results for a molecular structure, C33H30O4P2PdSSe2.

The geometry in ORCA input format:
```
! wB97M-V def2-TZVPD RIJCOSX def2/J DEFGRID3
* xyz 0 3
Pd -0.6044 0.1226 0.1127
O -1.8541 -0.2189 2.1237
S -0.6796 -0.6930 2.8826
O -0.5856 -0.2863 4.2492
O 0.5083 -0.3931 2.0342
C -0.7914 -2.4670 2.8602
C -0.7532 -3.1506 4.0648
C -0.8311 -4.5359 4.0758
C -0.9489 -5.2342 2.8844
C -0.9840 -4.5424 1.6824
C -0.9019 -3.1541 1.6520
P -0.9354 -2.3066 0.0280
C 0.4602 -3.0512 -0.8572
C 1.5954 -3.4534 -0.1549
C 2.7414 -3.8348 -0.8357
C 2.7698 -3.8150 -2.2239
C 1.6465 -3.4076 -2.9290
C 0.4995 -3.0220 -2.2511
C -2.4632 -2.8818 -0.7434
C -2.5770 -4.0829 -1.4401
C -3.8024 -4.4691 -1.9612
C -4.9183 -3.6624 -1.7834
C -4.8096 -2.4666 -1.0884
C -3.5844 -2.0715 -0.5733
H -0.6669 -2.5874 4.9836
H -0.8020 -5.0660 5.0188
H -1.0142 -6.3143 2.8858
H -1.0750 -5.0948 0.7545
H 1.5900 -3.4652 0.9286
H 3.6144 -4.1486 -0.2775
H 3.6648 -4.1144 -2.7537
H 1.6612 -3.3812 -4.0109
H -0.3638 -2.6861 -2.8137
H -1.7091 -4.7152 -1.5827
H -3.8843 -5.4013 -2.5051
H -5.8740 -3.9653 -2.1912
H -5.6760 -1.8331 -0.9515
H -3.4946 -1.1327 -0.0376
Se -0.3664 0.3574 -2.4354
P -0.7464 2.4657 -1.9958
Se -1.6118 2.5958 -0.0315
C 0.8127 3.3804 -2.1342
C 1.4130 3.4964 -3.3876
C 2.6240 4.1519 -3.5183
C 3.2421 4.6975 -2.3975
C 2.6470 4.5822 -1.1520
C 1.4328 3.9207 -1.0174
C -1.7747 3.2218 -3.2798
C -2.2656 2.5072 -4.3617
C -3.0365 3.1494 -5.3240
C -3.3193 4.4993 -5.2010
C -2.8326 5.2172 -4.1130
C -2.0627 4.5818 -3.1561
H 0.9350 3.0721 -4.2635
H 3.0852 4.2409 -4.4934
H 4.1877 5.2148 -2.4998
H 3.1240 5.0019 -0.2759
H 0.9692 3.8060 -0.0462
H -2.0512 1.4494 -4.4510
H -3.4169 2.5884 -6.1677
H -3.9223 4.9967 -5.9498
H -3.0541 6.2715 -4.0108
H -1.6845 5.1414 -2.3079
C 3.6112 -0.2512 1.1917
C 3.2043 0.4539 -0.0785
C 4.0919 0.3410 -1.2953
O 2.1520 1.0457 -0.1498
H 4.6875 -0.4016 1.2597
H 3.1199 -1.2275 1.1973
H 3.2324 0.2984 2.0504
H 5.1387 0.1741 -1.0475
H 3.9724 1.2308 -1.9116
H 3.7345 -0.5187 -1.8713
*
```

Values from the calculation:
<S²> = 2.008
calculated total energy = -7588.1814 hartree
Kohn-Sham gap (alpha / beta) = 7.6 / 6.5 eV
maximum force = 0.73 eV Å⁻¹

DFT (ωB97M-V with the def2-TZVPD basis set) results for a molecular structure, C33H31AsN2PPt.

The geometry in ORCA input format:
```
! wB97M-V def2-TZVPD RIJCOSX def2/J DEFGRID3
* xyz 1 1
Pt 0.5622 -0.2908 -0.6551
C -4.7192 -4.3685 -0.6453
C -3.6669 -4.2415 -1.5387
C -2.6906 -3.2799 -1.3277
C -2.7582 -2.4374 -0.2250
C -3.8221 -2.5687 0.6707
C -4.7951 -3.5319 0.4599
P -1.4518 -1.2405 0.1727
C -2.2860 0.1085 1.0576
C -3.0684 0.9975 0.3220
C -3.7288 2.0356 0.9580
C -3.6064 2.1972 2.3321
C -2.8193 1.3224 3.0662
C -2.1608 0.2766 2.4336
C -0.3247 -1.9687 1.3657
C -0.4174 -2.9574 2.3304
C 0.7123 -3.2265 3.0884
C 1.8893 -2.5248 2.8488
C 1.9794 -1.5640 1.8483
C 0.8560 -1.2842 1.0756
H -5.4818 -5.1177 -0.8106
H -3.6045 -4.8916 -2.4010
H -1.8693 -3.2028 -2.0275
H -3.8988 -1.9103 1.5270
H -5.6159 -3.6264 1.1581
H -3.1706 0.8769 -0.7511
H -4.3380 2.7193 0.3816
H -4.1235 3.0070 2.8298
H -2.7163 1.4512 4.1354
H -1.5460 -0.3999 3.0136
H -1.3428 -3.4988 2.4852
H 0.6835 -3.9820 3.8617
H 2.7668 -2.7451 3.4434
H 2.9399 -1.0941 1.6741
C 2.8286 2.6014 -1.4027
As 2.5419 1.0032 -0.3351
C 4.1811 -0.0053 -0.6429
C 2.7506 1.7394 1.4640
C 1.8763 2.9505 1.6628
C 2.4451 4.1591 2.0515
C 1.6568 5.2863 2.2326
C 0.2882 5.2188 2.0192
C -0.2873 4.0172 1.6311
C 0.4995 2.8891 1.4566
H 3.7960 3.0150 -1.1175
H 2.0490 3.3303 -1.1927
H 2.8425 2.3723 -2.4646
H 4.9493 0.2899 0.0706
H 4.5423 0.2087 -1.6487
H 3.9841 -1.0710 -0.5544
H 3.8039 2.0094 1.5558
H 2.5272 0.9578 2.1877
H 3.5147 4.2200 2.2155
H 2.1141 6.2178 2.5388
H -0.3275 6.0976 2.1567
H -1.3549 3.9515 1.4657
H 0.0321 1.9519 1.1702
N 4.3292 0.2949 -5.8735
C 3.3636 -0.1367 -5.4268
C 2.1545 -0.6450 -4.8513
C 1.4477 -1.6978 -5.4245
C 0.2817 -2.1108 -4.8069
C -0.1166 -1.4857 -3.6376
N 0.5745 -0.4967 -3.0657
C 1.6766 -0.0723 -3.6790
H 1.8058 -2.1696 -6.3290
H -0.3162 -2.9101 -5.2199
H -1.0272 -1.7728 -3.1334
H 2.2064 0.7529 -3.2306
*
```

Values from the calculation:
calculated total energy = -4081.8682 hartree
Kohn-Sham gap = 8.4 eV
maximum force = 1.18 eV Å⁻¹
ΔE to the lowest compared entry with this formula, charge and spin = 9.5 kcal per mole

DFT (ωB97M-V with the def2-TZVPD basis set) results for a molecular structure, C33H31Cl5CrN4O8P.

The geometry in ORCA input format:
```
! wB97M-V def2-TZVPD RIJCOSX def2/J DEFGRID3
* xyz 0 2
Cr 0.4080 -0.2221 -0.1417
Cl 0.7726 5.9377 -2.6993
C 0.0297 4.5023 -2.0629
C 0.7693 3.7127 -1.1781
C 0.2309 2.5457 -0.6766
N 0.8227 1.6114 0.1853
C 2.0164 1.7610 0.9428
O 3.5472 3.7173 0.9964
C 1.8909 0.7384 2.0838
C 2.6903 0.7470 3.2090
C 2.6114 -0.3136 4.0937
C 1.7383 -1.3528 3.8262
C 0.9790 -1.2975 2.6739
N 1.0484 -0.2762 1.8160
C -1.0495 2.1237 -1.0710
C -1.7787 2.9177 -1.9438
C -1.2365 4.1095 -2.4378
Cl -2.1822 5.0450 -3.5560
N -1.3722 0.8435 -0.5721
C -2.5691 0.3146 -0.8464
O -3.5054 0.8516 -1.4394
C -2.7719 -1.1052 -0.3744
C -3.8957 -1.7793 -0.8257
C -4.1159 -3.0730 -0.3984
C -3.2107 -3.6410 0.4833
C -2.1169 -2.8962 0.8688
N -1.8721 -1.6479 0.4431
H 1.7805 4.0226 -0.9362
H 3.3900 1.5593 3.3676
H 3.2398 -0.3360 4.9783
H 1.6495 -2.2050 4.4891
H 0.3062 -2.0858 2.4034
H -2.7629 2.6070 -2.2564
H -4.5740 -1.2566 -1.4870
H -4.9811 -3.6297 -0.7390
H -3.3348 -4.6521 0.8549
H -1.4010 -3.3440 1.5417
C -0.0653 -0.4787 -8.7135
C 0.0429 -0.2512 -7.2275
C -0.3543 -1.2311 -6.3246
C -0.2350 -1.0642 -4.9513
C -0.7079 -2.1867 -4.0596
C 0.3124 0.1538 -4.4782
C 0.5255 0.4492 -3.0737
O 0.2935 -0.3066 -2.1408
C 0.6955 1.1706 -5.3811
C 1.2378 2.5086 -4.9147
C 0.5588 0.9448 -6.7364
H -0.7650 -1.2833 -8.9432
H 0.9099 -0.7556 -9.1252
H -0.3927 0.4268 -9.2289
H -0.7783 -2.1594 -6.7028
H -1.1495 -2.9794 -4.6655
H -1.4507 -1.8409 -3.3418
H 0.1112 -2.6090 -3.4788
H 0.9407 1.4296 -2.8372
H 2.1892 2.4047 -4.3821
H 0.5404 3.0167 -4.2432
H 1.4074 3.1618 -5.7700
H 0.8495 1.7259 -7.4348
C 4.5250 -2.2204 0.0726
O 3.9965 -0.8903 0.2447
P 2.8415 -0.1279 -0.5621
O 3.4333 0.2470 -2.0035
C 3.6116 -0.5341 -3.1997
O 3.1474 1.3424 0.1230
C 2.3117 3.1889 1.4481
H 5.4914 -2.2244 0.5690
H 4.6489 -2.4822 -0.9719
H 3.8784 -2.9597 0.5453
H 4.6382 -0.8963 -3.2379
H 3.4449 0.1372 -4.0401
H 2.9250 -1.3708 -3.2580
H 3.8168 3.2286 0.2142
H 2.3344 3.1952 2.5330
H 1.4753 3.8131 1.1517
Cl 2.4256 -5.5040 -1.4910
C 1.1665 -4.5691 -0.6941
Cl -0.4140 -5.0190 -1.3702
Cl 1.2090 -4.9439 1.0565
C 1.3598 -3.0162 -0.9234
O 2.2481 -2.6655 -1.6997
O 0.4986 -2.3076 -0.3081
*
```

Values from the calculation:
<S²> = 0.758
calculated total energy = -5783.9845 hartree
Kohn-Sham gap (alpha / beta) = 6.8 / 6.9 eV
maximum force = 1.81 eV Å⁻¹
ΔE to the lowest compared entry with this formula, charge and spin = 19.7 kcal per mole

DFT (ωB97M-V with the def2-TZVPD basis set) results for 5 unconnected molecules or ions with the total composition C33H31F32NO7.

The geometry in ORCA input format:
```
! wB97M-V def2-TZVPD RIJCOSX def2/J DEFGRID3
* xyz 0 1
C -1.4592 1.0825 3.0203
O -0.1561 1.4549 3.4150
C 0.8202 0.4537 3.1754
C 1.1994 0.3377 1.6904
C 2.6788 -0.0024 1.5181
C 3.0393 -0.5416 0.1219
C 2.4464 0.3284 -0.9610
C 1.2877 -0.0269 -1.6528
C 0.7013 0.8085 -2.6061
C 1.2532 2.0485 -2.9066
C 2.3986 2.4041 -2.2230
C 2.9912 1.5698 -1.2809
C 4.1709 2.2798 -0.7224
O 5.0055 1.8779 0.0424
N 4.1881 3.5925 -1.2828
C 3.1757 3.6715 -2.2902
O 3.0625 4.5827 -3.0587
H -1.4580 0.2831 2.2732
H -1.9602 1.9478 2.5810
H -2.0430 0.7459 3.8853
H 1.6913 0.7542 3.7631
H 0.4429 -0.5068 3.5483
H 0.6002 -0.4583 1.2328
H 0.9446 1.2924 1.2255
H 3.2630 0.9124 1.6680
H 3.0035 -0.7125 2.2835
H 4.1228 -0.5270 -0.0023
H 2.6681 -1.5624 0.0144
H 0.8384 -0.9834 -1.4178
H -0.2109 0.4947 -3.1010
H 0.8026 2.7230 -3.6204
H 4.1315 4.3200 -0.5782
C 0.1312 -6.2982 0.2660
C 0.1039 -7.5806 -0.5744
C 1.4504 -8.2009 -0.9562
F 2.1524 -7.3608 -1.7435
F 1.2243 -9.3401 -1.6466
F -0.6445 -7.3993 -1.6804
F -0.5124 -8.5223 0.2003
O -0.0618 -5.0847 -0.4338
C 0.9707 -4.3631 -0.9426
C 0.8310 -4.1684 -2.4570
F 0.8618 -5.3596 -3.0804
F 1.8715 -3.4236 -2.8935
F 2.1713 -4.8703 -0.6198
F 0.9041 -3.1187 -0.3913
H -0.7405 -6.3682 0.9128
H 1.0050 -6.2631 0.9172
H 2.0345 -8.4389 -0.0634
H -0.1071 -3.6584 -2.6849
C -3.4721 5.0775 -5.2755
C -2.1118 4.4214 -5.0051
C -1.6192 3.3735 -6.0069
F -2.4425 2.3067 -6.0285
F -0.3961 2.9502 -5.6104
F -2.0790 3.9053 -3.7594
F -1.1905 5.4263 -5.0677
O -4.5684 4.5666 -4.5447
C -5.3465 3.5523 -5.0229
C -5.3516 2.3575 -4.0602
F -4.1040 1.8672 -3.9233
F -6.1387 1.3876 -4.5744
F -4.9981 3.1779 -6.2655
F -6.6215 4.0033 -5.0811
H -3.3605 6.0996 -4.9171
H -3.6803 5.1331 -6.3442
H -1.5406 3.7944 -7.0120
H -5.7334 2.6630 -3.0847
C 5.5180 4.7133 2.0853
C 6.2146 5.6326 3.0966
C 6.2877 5.1531 4.5490
F 5.0516 5.0435 5.0757
F 6.9771 6.0633 5.2717
F 5.6827 6.8698 3.0500
F 7.5156 5.7176 2.6884
O 4.1810 5.0485 1.7553
C 3.1156 4.5350 2.4458
C 2.2366 5.6444 3.0347
F 2.9528 6.3757 3.9102
F 1.2019 5.0783 3.6869
F 3.4903 3.6526 3.3833
F 2.3609 3.8628 1.5433
H 6.0695 4.8535 1.1567
H 5.6201 3.6628 2.3582
H 6.7997 4.1895 4.6129
H 1.8634 6.2901 2.2374
C -5.2412 -5.4896 3.5696
C -3.8203 -5.8694 3.1326
C -2.7175 -4.8262 3.3294
F -2.9510 -3.7320 2.5815
F -1.5430 -5.3683 2.9206
F -3.8177 -6.2919 1.8529
F -3.4507 -6.9212 3.9228
O -6.1181 -5.0721 2.5444
C -6.2436 -3.7587 2.1913
C -5.9116 -3.5496 0.7079
F -4.6347 -3.9042 0.4655
F -6.0562 -2.2398 0.4112
F -5.5154 -2.9446 2.9746
F -7.5419 -3.4127 2.3479
H -5.6739 -6.4195 3.9354
H -5.2253 -4.7918 4.4070
H -2.6272 -4.5387 4.3796
H -6.5815 -4.1447 0.0851
*
```

Values from the calculation:
calculated total energy = -5053.2817 hartree
Kohn-Sham gap = 9.4 eV
maximum force = 0.83 eV Å⁻¹
SMILES string = FC(F)C(F)(F)COC(F)(F)C(F)F.FC(F)C(F)(F)COC(F)(F)C(F)F.FC(F)C(F)(F)COC(F)(F)C(F)F.FC(F)C(F)(F)COC(F)(F)C(F)F.COCCCCc1cccc2c1C(=O)NC2=O

DFT (ωB97M-V with the def2-TZVPD basis set) results for a molecular structure, C33H31InN4O3S3Sb.

The geometry in ORCA input format:
```
! wB97M-V def2-TZVPD RIJCOSX def2/J DEFGRID3
* xyz 0 2
In 0.2829 -0.7740 1.4394
C -4.2337 2.1692 -1.3595
C -3.0998 1.4287 -2.0077
C -2.4936 1.9017 -3.1704
C -1.4641 1.1712 -3.7346
C -1.0874 -0.0252 -3.1496
C -1.7621 -0.4333 -2.0069
N -2.7333 0.2838 -1.4418
C -1.5307 -1.7697 -1.4099
C -1.4204 -2.8795 -2.2452
C -1.3701 -4.1370 -1.6813
C -1.4901 -4.2711 -0.3089
C -1.5910 -3.1238 0.4627
N -1.5585 -1.9014 -0.0793
C -1.8161 -3.1461 1.9298
C -2.0517 -4.3174 2.6301
C -2.3002 -4.2369 3.9912
C -2.3498 -3.0001 4.5961
C -2.1082 -1.8619 3.8297
C -2.1642 -0.4935 4.4297
N -1.8200 -1.9507 2.5330
H -5.1792 1.8923 -1.8316
H -4.2844 1.9001 -0.3076
H -4.1081 3.2470 -1.4561
H -2.8234 2.8390 -3.6012
H -0.9573 1.5212 -4.6264
H -0.2823 -0.6272 -3.5478
H -1.4004 -2.7535 -3.3185
H -1.2861 -5.0160 -2.3069
H -1.5068 -5.2523 0.1421
H -2.0270 -5.2776 2.1365
H -2.4564 -5.1370 4.5707
H -2.5413 -2.9087 5.6564
H -2.8038 -0.4809 5.3113
H -1.1632 -0.1663 4.7184
H -2.5401 0.2118 3.6889
S 4.3474 -1.4015 3.2775
Sb 2.3112 -1.2451 4.4196
S 1.1208 0.6192 3.3396
S 1.0448 -2.9051 3.3142
C 3.3953 0.4193 -4.4376
O 2.8975 1.3513 -3.4927
C 3.3796 1.2611 -2.2196
C 4.4018 0.4245 -1.8146
C 4.8184 0.4447 -0.4903
C 4.2324 1.3037 0.4237
C 3.2189 2.1550 0.0179
C 2.7800 2.1259 -1.2958
N 1.8503 3.0397 -1.8280
C 0.8694 3.7521 -1.2968
C 0.1195 3.6298 -0.1249
C -0.5809 4.8103 0.2744
C -1.3408 4.8627 1.3963
C -1.4673 3.6990 2.1943
C -0.9045 2.5262 1.8083
C -0.1269 2.3947 0.6086
O 0.2601 1.2646 0.2011
H 4.4633 0.5674 -4.6167
H 2.8483 0.6052 -5.3585
H 3.2146 -0.6033 -4.0983
H 4.8765 -0.2494 -2.5135
H 5.6223 -0.2006 -0.1630
H 4.5728 1.3164 1.4486
H 2.7991 2.8767 0.7050
H 2.0218 3.1882 -2.8142
H 0.6233 4.6137 -1.9117
H -0.4601 5.7046 -0.3285
H -1.8376 5.7791 1.6837
H -2.0433 3.7531 3.1100
H -1.0239 1.6258 2.3980
C 2.4370 -2.9665 0.2192
C 1.4803 -1.9092 -0.2056
O 1.2596 -1.6187 -1.3562
H 2.7639 -3.5688 -0.6336
H 1.9855 -3.5891 0.9875
H 3.2914 -2.4812 0.6977
*
```

Values from the calculation:
<S²> = 0.759
calculated total energy = -3345.8342 hartree
Kohn-Sham gap (alpha / beta) = 6.1 / 5.3 eV
maximum force = 1.16 eV Å⁻¹
ΔE to the lowest compared entry with this formula, charge and spin = 14.1 kcal per mole